C26H74N10O8 | ωB97M-V/def2-TZVPD

The geometry in XYZ format:
```
118
Properties=species:S:1:pos:R:3
C 7.78761 6.57989 -7.11101
O 6.57843 6.46988 -7.20965
N 8.56330 6.14047 -6.19883
N 8.51657 7.11696 -8.00072
H 8.10430 5.59629 -5.48239
H 9.53838 6.07632 -6.45422
H 7.94402 7.29020 -8.81453
H 9.50774 7.30776 -7.96508
C 3.71826 8.67890 -7.69418
O 2.96526 9.57970 -7.94975
N 4.92523 8.72398 -7.39786
N 3.42027 7.40854 -7.70380
H 5.52661 7.93089 -7.22624
H 5.29719 9.66189 -7.44337
H 2.59007 7.16819 -8.22638
H 4.10472 6.80940 -7.26488
C 10.17826 2.99204 -7.10303
C 9.60316 1.95710 -6.10971
C 8.24012 2.42145 -5.55106
O 8.40233 3.74270 -4.85607
C 8.14257 3.68312 -3.47463
N 9.38806 0.62452 -6.70029
H 9.63571 3.14631 -8.03574
H 11.19307 2.66784 -7.33355
H 10.20992 3.96049 -6.60383
H 10.29429 1.74434 -5.29413
H 7.77538 1.60620 -4.99655
H 7.64449 2.60058 -6.44617
H 8.15566 4.68182 -3.03814
H 8.81654 3.02224 -2.92957
H 7.10865 3.37268 -3.32385
H 8.73293 0.65929 -7.46820
H 10.23586 0.39889 -7.20070
C 10.86230 8.34726 -5.32254
C 11.87508 8.54001 -6.49954
C 13.34912 8.67846 -6.12860
O 13.43022 9.90054 -5.39683
C 14.62408 10.01544 -4.65637
N 11.53789 7.50752 -7.53364
H 10.99984 8.94179 -4.41936
H 10.84243 7.30254 -5.01228
H 9.88780 8.56593 -5.75915
H 11.59719 9.46820 -6.99889
H 13.96430 8.79524 -7.02079
H 13.80545 7.81385 -5.64662
H 14.61104 9.35528 -3.78914
H 14.65752 11.02597 -4.24915
H 15.49041 9.82400 -5.28955
H 12.06361 6.67071 -7.32515
H 11.82393 7.87630 -8.42935
C 3.27486 8.54185 -11.14814
C 4.73992 8.67857 -11.24778
C 5.21469 10.17422 -11.19953
O 4.56899 10.89388 -12.23948
C 4.81605 12.30364 -12.15231
N 5.58332 7.80271 -10.45791
H 2.76734 9.22364 -10.46573
H 2.96155 7.50595 -11.01838
H 2.80948 8.78769 -12.10264
H 5.02158 8.43875 -12.27308
H 6.27679 10.29679 -11.41171
H 4.96794 10.48174 -10.18334
H 5.56015 12.56056 -12.90623
H 5.19989 12.66946 -11.19998
H 4.03353 12.97884 -12.49854
H 5.81306 8.29861 -9.60856
H 5.05904 6.97793 -10.20303
C 9.64572 6.59415 -11.45181
C 9.24314 8.06649 -11.42842
C 10.32887 9.04208 -11.29326
O 11.21788 8.69858 -10.21104
C 12.27799 9.47840 -9.88342
N 8.43127 8.32591 -12.61725
H 10.12793 6.34054 -10.50775
H 10.32944 6.28368 -12.24189
H 8.68060 6.08939 -11.49499
H 8.66154 8.17943 -10.51349
H 9.96649 10.03021 -11.00974
H 10.84892 9.13196 -12.24697
H 12.88124 9.72658 -10.75669
H 12.95628 9.10113 -9.11812
H 11.88471 10.46804 -9.65099
H 8.37151 9.32316 -12.76568
H 7.49615 8.06926 -12.33482
C 2.52965 2.01546 -5.96155
C 3.62425 2.85084 -5.29545
C 4.45042 3.71821 -6.24386
O 5.00376 2.81465 -7.22141
C 5.22040 3.40338 -8.49526
N 2.98728 3.80614 -4.34899
H 1.64062 2.05628 -5.33221
H 2.70907 0.96493 -6.19018
H 2.27931 2.49812 -6.90626
H 4.37762 2.21646 -4.82845
H 5.19836 4.18721 -5.60455
H 3.89338 4.54230 -6.68959
H 5.96200 4.19894 -8.56740
H 4.29150 3.77894 -8.92444
H 5.61312 2.59948 -9.11784
H 3.69166 4.45592 -4.03002
H 2.24434 4.29590 -4.82676
C 7.92493 10.47421 -6.86240
C 7.31620 11.77567 -7.35451
C 7.53704 12.02711 -8.91676
O 8.90410 12.21635 -9.34050
C 9.35066 13.52921 -9.18464
N 5.88937 11.66611 -7.11891
H 7.41880 9.62406 -7.31975
H 7.69922 10.34110 -5.80438
H 8.99164 10.33976 -7.04172
H 7.57915 12.65658 -6.76887
H 6.90955 12.83252 -9.29845
H 7.14451 11.17784 -9.47601
H 9.51871 13.89782 -8.17272
H 8.70898 14.24000 -9.70534
H 10.31248 13.55161 -9.69697
H 5.35514 12.37685 -7.59802
H 5.64422 11.54543 -6.14657
```

Output
total charge	0
ΔE to the lowest compared entry with this formula, charge and spin	91.59	kcal/mol
LUMO level	0.4	eV
SMILES string	COC[C@H](C)N.COC[C@H](C)N.COC[C@H](C)N.COC[C@H](C)N.COC[C@H](C)N.COC[C@H](C)N.NC(N)=O.NC(N)=O
highest occupied orbital energy	-9.0028	eV

C31H48AlBBr4CaCl2F2N3O11 | ωB97M-V/def2-TZVPD

The geometry in XYZ format:
```
104
Properties=species:S:1:pos:R:3
C 1.45675 0.97308 4.40465
C 1.15571 1.38565 3.17307
C 1.06741 0.41834 2.05989
C 1.49541 0.87192 0.64408
C 2.99411 0.85784 0.25020
C 3.31076 2.28813 -0.27861
C 3.95488 0.60370 1.41266
C 5.40698 0.47215 0.93106
C 0.41421 0.30699 -0.28977
N -0.57313 -0.63791 0.41436
C -1.85705 -0.26855 -0.24530
N -2.89383 -1.26892 -0.21561
C -3.46299 -1.55841 1.10299
C -0.29925 -2.09329 0.10264
Br 1.46039 -2.82911 0.81598
C -0.35120 -2.37699 -1.41535
C -0.79826 -3.84079 -1.56986
Br 1.37668 -2.25164 -2.33721
C -0.33257 -0.27033 1.84031
B -1.36819 0.64316 2.65126
O -1.60051 0.23915 3.95266
N -2.10492 1.80696 2.12328
C -3.59066 1.63785 2.31957
C -1.73267 3.08708 2.74870
H 0.98149 1.50937 5.23902
H 2.13448 0.13688 4.60405
H 1.02737 2.45668 3.02621
H 1.76422 -0.36912 2.38097
H 1.27045 1.94506 0.65152
H 3.14730 0.19955 -0.60548
H 2.47342 2.70599 -0.84625
H 4.17757 2.30456 -0.93020
H 3.45854 2.96225 0.56918
H 3.70457 -0.37449 1.83391
H 3.87241 1.34668 2.21528
H 5.61719 1.06689 0.04305
H 5.60757 -0.56044 0.65652
H 6.10583 0.80981 1.69923
H 0.66640 0.07450 -1.32341
H -0.20606 1.20897 -0.40006
H -1.61508 -0.15222 -1.32733
H -2.28549 0.70165 0.05652
H -3.64698 -0.98612 -0.84150
H -4.14510 -0.76818 1.41163
H -4.07351 -2.45492 1.00166
H -2.69388 -1.79471 1.83759
H -1.00616 -2.74117 0.60573
H -1.07507 -1.80024 -1.98314
H -0.34939 -4.47761 -0.80923
H -0.53378 -4.21177 -2.55393
H -1.88089 -3.92839 -1.44640
H -0.43909 -1.22270 2.36385
H -2.04914 0.94338 4.44166
H -4.11478 1.83438 1.38481
H -3.95809 2.34073 3.06865
H -3.83323 0.65878 2.72205
H -0.82926 3.45886 2.25360
H -2.47524 3.85807 2.57408
H -1.49232 3.03036 3.82285
O -5.41167 0.77286 -1.86518
C -4.76982 1.25969 -2.94628
C -4.30325 2.77567 -2.69689
O -3.61926 3.21827 -3.75335
H -5.31096 1.25275 -3.89850
H -3.85646 0.72686 -3.22556
H -3.74286 2.77415 -1.71149
H -5.23222 3.29274 -2.42031
Ca -2.34654 1.09100 -2.74076
O 2.14308 -1.19434 -7.27490
Cl 2.43953 -1.42899 -5.88499
O 1.98168 -2.74598 -5.50189
O 1.75478 -0.43245 -5.07051
O 3.86102 -1.32617 -5.66093
Cl -6.58623 2.03286 -0.60378
Al 0.75241 -0.36094 6.35110
F 7.45647 2.30855 1.69183
C 8.66504 2.56949 2.22951
C 8.87926 3.78474 2.84774
C 10.12269 4.04672 3.40347
C 11.13316 3.09873 3.32547
C 10.89928 1.88418 2.69548
C 9.65529 1.61226 2.14666
H 8.08044 4.51342 2.89050
H 10.30320 4.99213 3.89707
H 12.10350 3.30732 3.75598
H 11.68727 1.14641 2.63046
H 9.45046 0.66864 1.65834
C -5.66726 -1.96162 -2.67085
C -6.57591 -2.78781 -2.07422
C -6.74199 -4.20700 -2.54108
O -7.53835 -4.93248 -1.98862
C -5.91521 -4.65885 -3.66748
C -5.03012 -3.83602 -4.23776
C -4.84454 -2.43416 -3.76238
O -3.98728 -1.73536 -4.29614
O -4.25564 -4.21499 -5.26110
O -7.31065 -2.37086 -1.08043
H -5.52258 -0.93296 -2.33553
H -6.05249 -5.67637 -4.00549
H -3.71150 -3.43734 -5.48383
H -7.91650 -3.13546 -0.74137
Br -9.03790 -3.24090 1.04532
Br 4.17705 -2.95471 1.19373
F -6.69270 -1.03097 -4.35346
```

Output
total charge	-1
LUMO level	-2.8	eV
highest occupied orbital energy	-4.4699	eV

C19H42AlNO2P3 | ωB97M-V/def2-TZVPD

The geometry in XYZ format:
```
68
Properties=species:S:1:pos:R:3
Al 3.48534 -0.18854 0.49258
P -2.28588 -1.69771 -1.34448
P 2.86887 -1.48561 -1.21566
P -2.70001 0.47469 1.78800
H 4.06588 1.67897 -1.14749
C 3.78174 1.56374 -0.10382
C 4.80610 1.12079 0.88033
H 5.84173 0.96735 0.58256
C -3.19599 -1.18063 -2.81322
C -1.34071 -3.17498 -1.68522
C -3.48431 -1.99500 -0.03806
C 4.36281 -1.87233 -2.16038
C 2.18419 -3.05346 -0.63033
C 1.68050 -0.87796 -2.43767
C -1.65617 1.66431 2.71748
C -3.98370 0.09467 3.05810
C -3.72734 1.60301 0.75959
H 3.01740 2.27997 0.19051
H 4.68033 1.47375 1.90454
H -3.76342 -2.03171 -3.20682
H -2.50105 -0.81089 -3.58259
H -3.89758 -0.37425 -2.54708
H -1.93960 -3.85167 -2.30183
H -1.07983 -3.68478 -0.75187
H -0.42634 -2.92958 -2.23172
H -4.22362 -1.18137 -0.01545
H -2.98558 -2.06351 0.93947
H -4.01895 -2.93173 -0.23383
H 4.19530 -2.85221 -2.62739
H 5.23814 -1.89735 -1.49434
H 4.51156 -1.11021 -2.93821
H 2.53426 -3.82998 -1.32530
H 1.08438 -3.01717 -0.63669
H 2.53880 -3.27830 0.38345
H 1.65767 -1.59951 -3.26773
H 1.99343 0.10398 -2.81685
H 0.67917 -0.77009 -2.00018
H -2.14778 1.93099 3.66153
H -1.44594 2.56251 2.12045
H -0.70273 1.16885 2.94658
H -4.35612 1.02073 3.51605
H -3.53358 -0.55356 3.82435
H -4.81270 -0.44656 2.58014
H -4.09670 2.43672 1.37538
H -4.58464 1.02381 0.38878
H -3.15491 1.97416 -0.10047
C -0.31874 2.10169 -1.15586
C -0.16701 2.74615 -2.42787
C 0.00704 4.11833 -2.44418
C 0.29802 4.82152 -1.26463
C 0.50320 4.10899 -0.06701
C 0.27151 2.75126 -0.01331
O -1.10801 1.09113 -1.03253
H -1.34913 -0.66941 -0.96246
H -0.42145 2.13221 -3.29599
H -0.09271 4.66240 -3.38100
H 0.38093 5.90884 -1.29519
H 0.82161 4.61986 0.85357
H 0.37031 2.14728 0.89095
C 0.56455 -1.77147 2.38519
C 1.70451 -0.89317 2.75362
N 1.97440 -0.74225 4.04789
O 2.41653 -0.20810 1.93734
H -0.10341 -1.81907 3.26608
H 0.91642 -2.79102 2.13387
H 0.01565 -1.35015 1.52996
H 2.71553 -0.11283 4.35000
H 1.43783 -1.25457 4.73633
```

Output
total charge	+3
ΔE to the lowest compared entry with this formula, charge and spin	50.30	kcal/mol
LUMO level (spin up / spin down)	-10.9 / -9.7	eV
highest occupied orbital energy (spin up / spin down)	-15.5013 / -15.4969	eV

C3H4BaLiO4 | ωB97M-V/def2-TZVPD

The geometry in XYZ format:
```
13
Properties=species:S:1:pos:R:3
H 0.40845 -4.38776 0.67683
C 0.85370 -3.72925 1.42449
C 0.30911 -2.95721 2.51534
O 0.83546 -2.34950 1.27372
H -0.77239 -2.84387 2.62242
H 0.92794 -2.73147 3.38491
O -0.28750 1.63429 -1.72151
C -0.05825 2.84474 -2.02457
O -0.01460 3.10445 -3.31811
Ba 0.42559 -0.35006 -0.30006
H -0.47021 4.05262 -3.30332
Li -1.52497 3.93377 0.17381
O -0.63233 3.77924 -1.40395
```

Output
total charge	+2
ΔE to the lowest compared entry with this formula, charge and spin	45.51	kcal/mol
LUMO level (spin up / spin down)	-8.0 / -8.0	eV
highest occupied orbital energy (spin up / spin down)	-15.9847 / -17.0552	eV
spin multiplicity	2

C5H11N3 | ωB97M-V/def2-TZVPD

The geometry in XYZ format:
```
19
Properties=species:S:1:pos:R:3
C -1.84600 -0.12301 -0.27171
C -1.10368 1.14325 0.33167
C 2.10476 0.10416 -0.02994
C 1.66941 -1.33719 0.07614
C 0.14244 -0.97988 -0.04317
H -2.82916 -0.01913 0.13400
H -1.97755 0.04553 -1.33921
H -1.24011 1.01508 1.48406
H -1.76289 2.03745 0.20471
H 0.14549 2.72352 -0.52856
H 3.20430 0.20168 -0.13766
H 2.07770 -1.76997 -0.87192
H 2.05742 -1.75098 0.94463
H 0.16760 -0.44980 -0.91535
H 0.15568 -0.27536 0.78539
H -1.50859 -1.97099 0.63260
N 0.18364 1.61796 -0.18106
N 1.51637 1.27808 -0.11565
N -1.15686 -1.49041 -0.15897
```

Output
total charge	0
ΔE to the lowest compared entry with this formula, charge and spin	132.30	kcal/mol
LUMO level	1.0	eV
SMILES string	C1=N\NCCNCC/1
highest occupied orbital energy	-8.0976	eV

Result set for DFT total energy: -59438.9657, -396259.4801, -60406.6725, -12247.9527, -9828.1692 eV, one per record in the order listed.
Result set for max |F|: 8.861, 3.801, 3.261, 6.574, 4.548 eV/Å, one per record in the order listed.